DFT (the ωB97M-V functional and the def2-TZVPD basis) results for 13 unconnected molecules or ions with the total composition C26H39N13 at a distorted geometry.

Summary:
LUMO energy (eV): -0.05
HOMO level (eV): -10.14

```
78
Properties=species:S:1:pos:R:3:lowdin_charge:R:1
N -13.555 0.255 -0.467 0.14
N -10.019 6.314 -0.143 0.17
N -19.824 9.276 4.284 0.12
N -12.847 4.748 2.593 0.15
N -11.733 9.562 2.276 0.14
N -16.734 2.848 0.210 0.16
N -15.497 5.096 -4.331 0.15
N -15.130 10.213 4.494 0.13
N -19.540 6.969 1.799 0.16
N -17.336 0.544 -2.022 0.12
N -9.963 2.823 -1.514 0.12
N -14.341 7.295 -0.854 0.11
N -14.727 0.655 -3.601 0.13
C -13.956 6.141 -0.856 -0.25
C -16.362 5.806 -4.121 -0.31
C -18.801 7.887 -0.525 -0.06
C -17.712 1.558 -2.456 -0.34
C -11.696 9.428 1.120 -0.22
C -19.241 7.388 0.761 -0.29
C -11.715 4.635 2.526 -0.31
C -16.812 3.527 1.114 -0.28
C -10.315 4.381 2.432 -0.08
C -17.458 6.715 -3.907 -0.05
C -12.595 0.942 1.893 -0.07
C -17.048 4.313 2.321 -0.06
C -10.224 6.333 -2.768 -0.05
C -18.080 2.849 -3.038 -0.09
C -13.824 1.343 -3.952 -0.26
C -18.143 10.169 2.441 -0.09
C -13.541 4.764 -0.961 -0.07
C -12.678 2.169 -4.357 -0.09
C -7.624 2.215 -0.276 -0.06
C -13.081 0.611 0.530 -0.26
C -10.103 6.352 -1.301 -0.26
C -11.582 9.203 -0.363 -0.08
C -19.087 9.672 3.480 -0.29
C -13.218 8.476 4.647 -0.11
C -8.913 2.523 -0.981 -0.21
C -14.251 9.442 4.546 -0.30
H -18.125 4.164 2.406 0.08
H -12.598 4.626 -1.489 0.05
H -10.487 7.265 -3.268 0.09
H -9.441 5.884 -3.379 0.09
H -11.111 5.713 -2.897 0.06
H -13.490 1.360 2.355 0.08
H -12.288 9.043 4.620 0.06
H -11.773 1.893 -3.816 0.06
H -19.680 8.399 -0.918 0.09
H -17.718 2.684 -4.052 0.08
H -7.859 2.494 0.751 0.07
H -18.719 10.630 1.638 0.07
H -11.857 8.155 -0.482 0.01
H -18.464 7.037 -1.118 0.07
H -6.698 2.714 -0.565 0.08
H -12.593 2.120 -5.442 0.08
H -17.549 3.590 -2.441 0.05
H -17.418 10.898 2.803 0.06
H -19.163 2.874 -3.158 0.08
H -10.249 3.616 1.657 0.06
H -13.427 7.999 5.605 0.09
H -13.439 4.388 0.057 0.05
H -9.849 5.335 2.187 0.06
H -10.575 9.241 -0.780 0.07
H -17.466 7.399 -4.755 0.10
H -7.395 1.149 -0.251 0.08
H -17.294 7.180 -2.935 0.06
H -13.239 7.692 3.890 0.07
H -16.532 3.875 3.175 0.08
H -12.769 3.214 -4.063 0.05
H -11.844 1.731 1.920 0.04
H -12.198 0.098 2.456 0.08
H -14.358 4.163 -1.359 0.08
H -18.063 8.635 -0.234 0.08
H -9.848 3.996 3.338 0.09
H -17.507 9.341 2.128 0.06
H -16.839 5.367 2.138 0.07
H -18.342 6.092 -3.764 0.09
H -12.268 9.928 -0.800 0.08
```

=====

DFT (the ωB97M-V functional and the def2-TZVPD basis) results for a molecular structure, C4H6OS2 at a distorted geometry.

Summary:
LUMO energy (eV): -1.71
HOMO level (eV): -9.15

```
13
Properties=species:S:1:pos:R:3:lowdin_charge:R:1
S 2.371 -0.396 0.279 0.71
S -0.280 -1.088 -0.412 0.90
O -0.551 1.947 -0.451 0.00
C 0.875 0.150 -0.015 -1.14
C -2.457 -0.131 1.031 -0.16
C 0.578 1.556 -0.031 -0.30
C -2.015 -0.461 -0.457 -0.49
H -2.518 -0.997 1.654 0.05
H -2.101 0.406 -1.089 0.05
H -3.396 0.675 0.987 0.14
H -1.591 0.461 1.368 0.03
H -2.603 -1.352 -0.850 0.08
H 1.265 2.277 0.494 0.13
```

=====

DFT (the ωB97M-V functional and the def2-TZVPD basis) results for a gas-phase ion, C10H8BrF12IN3O10P2S (charge +1) at a distorted geometry.

Summary:
LUMO energy (eV): -6.23
Charge: +1
HOMO level (eV): -13.13
SMILES: O=C(I)CN1C(NP(=O)(O)O)=[NH+][C@@](Br)(S(=O)(=O)C(F)(F)C(F)(F)C(F)(F)C(F)(F)F)O[C@]1(C(F)(F)F)P(=O)(O)O

```
48
Properties=species:S:1:pos:R:3:lowdin_charge:R:1
I 3.992 -3.661 1.219 0.90
Br -0.904 2.427 0.734 0.93
S -0.658 0.003 2.628 0.82
P 2.414 2.592 -0.526 0.69
P 1.304 -0.372 -3.833 0.63
F -7.108 -0.923 0.852 0.11
F -2.874 -0.673 3.835 0.10
F -5.090 -2.102 2.128 0.11
F -3.207 0.152 0.274 0.06
F -5.417 0.023 2.785 0.13
F -2.786 -1.852 1.338 0.08
F 3.971 1.881 1.740 0.10
F -2.959 1.407 3.047 0.07
F -5.955 0.852 0.144 0.12
F 4.913 0.659 0.135 0.16
F -5.475 -1.302 -0.627 0.13
F 3.842 -0.325 1.964 0.09
O 1.222 2.752 -1.735 -0.21
O 1.480 -1.991 -4.313 -0.13
O 0.418 0.357 -5.099 -0.10
O -0.136 0.893 3.734 -0.28
O -0.196 -1.380 2.941 -0.25
O 1.467 0.895 1.363 -0.07
O 2.603 0.396 -3.720 -0.23
O 2.076 3.815 0.613 -0.16
O 1.240 -2.744 0.668 -0.03
O 3.735 2.958 -1.177 -0.26
N -0.248 -0.188 -0.049 0.08
N 2.113 -0.114 -0.812 0.01
N 0.283 -0.350 -2.387 0.13
C 0.114 0.717 1.053 -0.78
C -2.512 0.108 2.706 -0.36
C 0.701 -0.249 -1.135 -0.19
C 2.393 0.828 0.266 -0.28
C 2.799 -1.413 -0.822 -0.13
C -4.889 -0.752 1.757 -0.23
C -5.810 -0.513 0.469 -0.35
C 2.383 -2.474 0.291 -0.72
C -3.316 -0.536 1.491 -0.23
C 3.829 0.690 0.981 -0.37
H 1.485 3.530 -2.276 0.11
H -0.619 -1.104 0.240 0.14
H -0.747 -0.410 -2.519 0.18
H -0.342 -0.249 -5.267 0.09
H 1.741 3.438 1.455 0.06
H 2.271 -2.382 -3.884 0.09
H 3.940 -1.391 -0.850 0.14
H 2.519 -1.924 -1.817 0.13
```

=====

DFT (the ωB97M-V functional and the def2-TZVPD basis) results for 12 unconnected molecules or ions with the total composition C28H52Cl12O16 at a distorted geometry.

Summary:
Spin multiplicity: 2
LUMO energy (alpha / beta) (eV): 1.80 / 1.80
Charge: -1
HOMO level (alpha / beta) (eV): -0.04 / -7.07

```
108
Properties=species:S:1:pos:R:3:lowdin_charge:R:1
Cl -15.183 23.556 -7.459 0.50
Cl -12.346 19.347 -13.547 0.38
Cl -12.749 20.776 -10.974 0.22
Cl -13.812 11.671 -4.798 0.48
Cl -12.554 17.899 -11.116 0.44
Cl -12.401 17.211 -4.591 0.52
Cl -10.566 15.769 -6.426 0.51
Cl -15.813 22.100 -10.033 0.48
Cl -12.244 13.882 -3.470 0.50
Cl -14.393 14.435 -5.357 0.55
Cl -15.638 20.750 -7.522 0.55
Cl -12.815 17.226 -7.470 0.58
O -19.018 21.306 -10.506 0.01
O -17.885 15.227 -3.070 0.00
O -20.485 22.495 -9.545 -0.03
O -21.798 18.140 -8.620 0.02
O -15.675 15.795 -2.796 0.09
O -22.469 19.551 -10.288 -0.06
O -23.894 17.952 -9.478 0.07
O -17.806 17.619 -8.862 0.03
O -16.350 17.213 -13.179 0.05
O -19.659 17.413 -5.467 0.09
O -21.010 15.935 -6.539 0.03
O -21.827 17.213 -5.034 0.04
O -20.043 22.854 -11.786 0.10
O -17.202 16.225 -1.190 -0.02
O -14.654 21.924 -3.323 0.05
O -20.897 15.471 -10.597 0.08
C -15.556 17.619 -9.649 -0.06
C -18.461 16.031 -0.543 -0.06
C -22.779 18.522 -9.424 -0.52
C -16.836 15.759 -2.439 -0.53
C -13.843 13.340 -4.099 -1.47
C -17.204 15.679 -14.767 -0.03
C -16.790 18.187 -15.289 -0.01
C -16.620 17.493 -8.585 -0.47
C -20.754 16.907 -5.680 -0.64
C -20.041 15.430 -7.404 -0.05
C -21.683 16.349 -12.643 -0.01
C -16.196 17.094 -7.210 -0.04
C -14.451 20.713 -3.213 -0.49
C -14.871 19.717 -4.256 -0.05
C -17.810 14.887 -4.449 -0.04
C -13.759 20.143 -2.051 -0.04
C -11.618 17.177 -6.206 -1.50
C -21.697 23.264 -9.695 -0.04
C -13.141 19.311 -11.957 -1.58
C -14.994 22.105 -8.428 -1.53
C -19.819 22.260 -10.737 -0.61
C -18.391 20.643 -11.589 -0.06
C -23.327 19.977 -11.289 -0.06
C -20.705 16.207 -11.539 -0.51
C -20.614 19.000 -8.578 0.00
C -19.448 16.987 -11.739 0.00
C -16.725 17.012 -14.326 -0.49
C -21.831 18.305 -4.027 0.01
H -21.030 18.264 -3.289 0.09
H -24.384 19.895 -11.035 0.10
H -17.579 20.004 -11.243 0.08
H -14.591 13.270 -3.309 0.01
H -18.026 15.853 -15.462 0.08
H -14.505 19.811 -1.329 0.10
H -15.070 16.644 -9.691 0.08
H -19.020 19.837 -11.966 0.07
H -19.646 18.012 -12.052 0.07
H -16.154 18.028 -16.160 0.09
H -23.012 19.413 -12.167 0.09
H -17.952 21.269 -12.366 0.10
H -18.689 16.929 0.031 0.09
H -22.311 17.199 -12.376 0.07
H -19.095 15.140 -6.947 0.07
H -15.521 17.870 -6.849 0.04
H -10.995 18.071 -6.250 0.02
H -21.927 19.341 -4.351 0.09
H -17.548 14.968 -14.016 0.09
H -19.862 18.588 -7.905 0.07
H -21.529 24.283 -10.044 0.09
H -22.335 22.755 -10.417 0.07
H -22.339 15.480 -12.586 0.09
H -13.928 21.911 -8.546 -0.04
H -19.684 16.148 -8.142 0.07
H -16.513 19.113 -14.786 0.08
H -13.242 19.217 -2.301 0.06
H -22.731 18.137 -3.435 0.08
H -18.926 16.534 -12.582 0.07
H -15.410 18.811 -3.981 0.08
H -18.801 16.903 -10.865 0.08
H -22.196 23.247 -8.726 0.09
H -19.335 15.838 -1.164 0.08
H -15.667 16.142 -7.188 0.05
H -17.006 14.199 -4.709 0.06
H -20.389 14.527 -7.907 0.10
H -12.921 20.688 -1.618 0.09
H -15.384 20.248 -5.058 0.02
H -20.922 19.855 -7.977 0.11
H -17.045 16.984 -6.535 0.06
H -16.438 15.201 -15.378 0.09
H -20.130 19.210 -9.532 0.08
H -18.401 15.122 0.057 0.09
H -14.201 19.130 -12.134 -0.02
H -13.925 19.270 -4.560 0.02
H -17.817 18.240 -15.651 0.08
H -15.849 18.018 -10.620 0.06
H -17.577 15.793 -5.008 0.06
H -14.802 18.330 -9.315 0.03
H -23.212 21.056 -11.398 0.08
H -18.734 14.571 -4.935 0.09
H -21.264 16.441 -13.645 0.09
```

=====

DFT (the ωB97M-V functional and the def2-TZVPD basis) results for 2 unconnected molecules or ions with the total composition CH2FNOS at a distorted geometry.

Summary:
LUMO energy (alpha / beta) (eV): -0.72 / -0.85
HOMO level (alpha / beta) (eV): -8.83 / -8.73

```
7
Properties=species:S:1:pos:R:3:lowdin_charge:R:1
S 1.722 -0.515 0.532 0.66
F -1.480 -0.417 1.034 0.09
O -2.380 0.048 -1.013 0.18
N 0.671 0.315 -0.428 -0.46
C -1.512 -0.055 -0.239 -0.28
H 1.956 0.466 1.445 -0.14
H 1.023 0.158 -1.331 -0.05
```

=====

Please write out number 2 again, unchanged.
DFT (the ωB97M-V functional and the def2-TZVPD basis) results for a molecular structure, C4H6OS2 at a distorted geometry.

Summary:
LUMO energy (eV): -1.71
HOMO level (eV): -9.15

```
13
Properties=species:S:1:pos:R:3:lowdin_charge:R:1
S 2.371 -0.396 0.279 0.71
S -0.280 -1.088 -0.412 0.90
O -0.551 1.947 -0.451 0.00
C 0.875 0.150 -0.015 -1.14
C -2.457 -0.131 1.031 -0.16
C 0.578 1.556 -0.031 -0.30
C -2.015 -0.461 -0.457 -0.49
H -2.518 -0.997 1.654 0.05
H -2.101 0.406 -1.089 0.05
H -3.396 0.675 0.987 0.14
H -1.591 0.461 1.368 0.03
H -2.603 -1.352 -0.850 0.08
H 1.265 2.277 0.494 0.13
```